[1]
{"formula": "C27H23AsCaCl2N4O2S3", "method": "ωB97M-V with the def2-TZVPD basis set", "total_energy_ha": -6440.8260, "lumo_ev": 4.48, "de_lowest_ev": 0.087, "charge": -2, "homo_lumo_gap_ev": 6.2, "homo_energy_ev": -1.76, "species": ["Ca", "Cl", "C", "C", "C", "N", "C", "O", "C", "C", "C", "C", "C", "N", "C", "C", "C", "Cl", "N", "C", "O", "C", "C", "C", "C", "C", "N", "H", "H", "H", "H", "H", "H", "H", "H", "H", "H", "S", "C", "C", "C", "C", "C", "C", "S", "H", "H", "H", "H", "C", "As", "C", "C", "S", "H", "H", "H", "H", "H", "H", "H", "H", "H"], "xyz": [[0.0578, 0.0753, -0.5550], [4.5912, 5.6116, -0.0146], [3.9859, 3.9729, 0.0483], [2.9438, 3.6149, -0.7926], [2.4176, 2.3241, -0.7809], [1.3517, 1.9049, -1.5704], [1.0794, 2.4686, -2.7366], [1.6202, 3.4242, -3.3227], [-0.0740, 1.7879, -3.4640], [-0.6609, 2.4389, -4.5439], [-1.7270, 1.8438, -5.1891], [-2.1742, 0.6079, -4.7454], [-1.5286, 0.0234, -3.6689], [-0.4968, 0.5931, -3.0441], [2.9796, 1.3581, 0.1080], [4.0363, 1.7444, 0.9360], [4.5304, 3.0402, 0.9094], [5.8524, 3.4523, 1.9775], [2.4259, 0.0762, 0.0535], [2.9612, -0.9617, 0.6740], [3.9370, -1.0350, 1.4481], [2.2593, -2.2846, 0.3664], [2.7733, -3.4439, 0.9408], [2.1466, -4.6501, 0.6926], [1.0184, -4.6682, -0.1158], [0.5674, -3.4670, -0.6378], [1.1716, -2.3033, -0.4079], [2.5357, 4.3401, -1.4780], [-0.2591, 3.4002, -4.8302], [-2.2133, 2.3403, -6.0214], [-3.0175, 0.1099, -5.2054], [-1.8638, -0.9221, -3.2557], [4.4745, 1.0163, 1.5987], [3.6465, -3.3512, 1.5694], [2.5236, -5.5673, 1.1311], [0.4852, -5.5855, -0.3277], [-0.3288, -3.4274, -1.2464], [-2.4119, 1.7065, -0.5613], [-3.8195, 0.6212, -0.4742], [-5.0677, 1.2406, -0.4044], [-6.2471, 0.5146, -0.3871], [-6.1701, -0.8735, -0.4321], [-4.9404, -1.4999, -0.4960], [-3.7245, -0.7871, -0.5238], [-2.2409, -1.6979, -0.6084], [-5.0901, 2.3231, -0.3591], [-7.2040, 1.0205, -0.3324], [-7.0754, -1.4720, -0.4156], [-4.8818, -2.5812, -0.5309], [-1.2221, -0.9366, 3.9892], [0.3493, -0.9351, 2.8158], [1.1767, 0.7246, 3.4441], [1.4774, -2.1252, 3.9205], [-1.4859, 1.6128, 1.2935], [-0.9521, -0.6954, 5.0197], [-1.6920, -1.9203, 3.9535], [-1.9250, -0.2006, 3.6001], [1.2155, 0.7570, 4.5354], [0.6206, 1.5809, 3.0645], [2.1912, 0.7675, 3.0446], [1.4378, -1.8473, 4.9765], [2.5047, -2.0395, 3.5635], [1.1487, -3.1599, 3.8059]], "atomic_forces_ev_per_a": [[-0.101, 0.044, -0.036], [-0.001, 0.014, -0.006], [0.041, -0.046, 0.062], [-0.037, 0.001, -0.030], [0.026, 0.040, -0.044], [-0.071, -0.169, 0.080], [0.091, 0.000, 0.014], [-0.020, 0.024, -0.003], [-0.004, -0.060, 0.006], [0.029, 0.035, -0.009], [-0.010, 0.006, -0.015], [-0.002, -0.013, 0.001], [0.030, -0.012, -0.033], [-0.095, 0.004, 0.008], [0.094, -0.042, 0.031], [-0.051, -0.043, 0.009], [-0.018, 0.054, -0.043], [0.012, 0.000, 0.008], [-0.090, 0.038, 0.054], [0.104, 0.047, 0.003], [0.002, -0.008, -0.025], [0.011, -0.052, 0.086], [0.001, -0.019, -0.094], [-0.055, -0.018, -0.026], [0.059, -0.004, 0.031], [-0.001, 0.000, -0.014], [0.000, 0.134, -0.028], [-0.005, -0.009, -0.005], [0.001, -0.001, 0.001], [-0.002, -0.001, -0.001], [0.000, -0.006, 0.004], [-0.001, 0.003, 0.012], [0.003, 0.001, -0.002], [0.006, 0.004, -0.001], [0.004, 0.003, 0.002], [-0.007, 0.004, -0.003], [-0.003, 0.003, 0.004], [-0.056, 0.057, 0.033], [0.025, -0.011, -0.002], [0.001, -0.003, -0.003], [0.004, 0.019, 0.000], [-0.010, -0.014, -0.001], [0.024, 0.018, -0.001], [-0.105, 0.000, 0.002], [0.132, -0.035, -0.011], [-0.002, 0.001, 0.003], [-0.002, -0.002, 0.000], [0.001, -0.003, 0.000], [-0.005, -0.002, 0.001], [-0.032, 0.006, -0.051], [-0.011, 0.032, 0.112], [0.045, 0.020, 0.007], [0.010, -0.026, -0.013], [0.066, -0.005, -0.054], [0.034, 0.002, -0.008], [-0.004, 0.000, -0.001], [-0.007, -0.007, 0.007], [-0.020, -0.019, 0.002], [-0.004, -0.012, -0.002], [-0.003, 0.006, -0.005], [-0.030, 0.028, -0.005], [0.003, -0.009, -0.008], [0.006, 0.005, -0.002]]}

[2]
{"formula": "C15H16N2O4S2", "method": "ωB97M-V with the def2-TZVPD basis set", "smiles": "O=C(c1ccccc1NS(=O)(=O)c1cccs1)N1CCOCC1", "total_energy_ha": -1788.0198, "lumo_ev": 0.59, "de_lowest_ev": 2.168, "homo_lumo_gap_ev": 9.3, "homo_energy_ev": -8.76, "species": ["O", "C", "C", "C", "C", "C", "C", "C", "N", "S", "O", "O", "C", "C", "C", "C", "S", "N", "C", "C", "O", "C", "C", "H", "H", "H", "H", "H", "H", "H", "H", "H", "H", "H", "H", "H", "H", "H", "H"], "xyz": [[-0.7335, 0.1697, 1.2420], [0.3944, 0.0577, 0.7738], [1.1702, 1.2791, 0.4225], [2.4269, 1.4935, 0.9836], [3.1044, 2.6818, 0.7904], [2.5204, 3.6843, 0.0323], [1.2683, 3.4962, -0.5163], [0.5722, 2.3027, -0.3192], [-0.7021, 2.1720, -0.8530], [-1.4207, 0.8015, -1.4952], [-2.0870, 1.2761, -2.6733], [-0.4605, -0.2504, -1.6505], [-2.6802, 0.3495, -0.3472], [-3.2521, -0.8705, -0.1685], [-4.3052, -0.8274, 0.7709], [-4.5116, 0.4232, 1.2616], [-3.4228, 1.5714, 0.5914], [1.0192, -1.1339, 0.6869], [2.2064, -1.4154, -0.0899], [1.8516, -2.3433, -1.2619], [1.2215, -3.5206, -0.8121], [0.0245, -3.2014, -0.1396], [0.3132, -2.3354, 1.0886], [2.8609, 0.7218, 1.6020], [4.0765, 2.8295, 1.2347], [3.0393, 4.6173, -0.1275], [0.8057, 4.2815, -1.0967], [-1.0343, 2.9865, -1.3474], [-2.9225, -1.7560, -0.6792], [-4.8768, -1.6896, 1.0630], [-5.2384, 0.7375, 1.9839], [2.6305, -0.4934, -0.4829], [2.9364, -1.9136, 0.5605], [2.7565, -2.6579, -1.7845], [1.1881, -1.7992, -1.9469], [-0.4317, -4.1494, 0.1511], [-0.6426, -2.6491, -0.8159], [-0.6128, -2.0351, 1.5802], [0.9478, -2.8914, 1.7883]], "atomic_forces_ev_per_a": [[0.360, 0.111, 0.208], [0.141, -0.150, 0.716], [0.045, 0.343, -0.020], [-0.127, 0.088, -0.103], [0.074, 0.004, 0.051], [-0.027, -0.054, 0.036], [-0.229, -0.093, -0.038], [0.790, -0.389, 0.461], [-0.900, -0.402, -0.455], [-0.410, 0.391, -0.708], [-0.066, 0.192, 0.185], [-0.063, 0.121, 0.284], [0.045, 0.445, -0.206], [0.319, 0.097, -0.276], [-0.066, 0.083, 0.040], [0.252, 0.257, -0.204], [-0.255, -0.305, 0.166], [0.055, -0.121, 0.086], [0.169, -0.240, -0.461], [0.213, 0.336, 0.015], [0.084, -0.214, -0.015], [-0.130, 0.129, 0.315], [-0.290, -0.256, -0.031], [0.040, -0.104, 0.023], [0.080, 0.014, 0.046], [0.026, 0.078, -0.024], [-0.029, 0.088, -0.093], [-0.093, -0.037, -0.146], [0.083, -0.192, -0.103], [-0.113, -0.123, 0.073], [-0.152, 0.068, 0.152], [0.024, -0.103, 0.039], [0.027, 0.084, -0.090], [-0.031, 0.095, 0.014], [0.175, -0.129, 0.016], [-0.039, 0.098, 0.011], [-0.006, -0.114, 0.070], [0.105, -0.088, -0.004], [-0.081, -0.007, -0.031]]}

[3]
{"formula": "C8H6FN5", "method": "ωB97M-V with the def2-TZVPD basis set", "total_energy_ha": -681.9384, "lumo_ev": -1.11, "homo_lumo_gap_ev": 7.5, "homo_energy_ev": -8.60, "species": ["C", "C", "C", "C", "C", "C", "C", "C", "N", "N", "N", "N", "N", "F", "H", "H", "H", "H", "H", "H"], "xyz": [[1.4802, 2.8871, -0.8413], [0.6978, -1.3524, 1.5569], [0.9654, -0.3585, 0.6408], [-0.4820, -2.0808, 1.4902], [-1.1373, -0.8193, -0.4696], [0.0485, -0.0789, -0.3799], [-1.3758, -1.7968, 0.4732], [0.1837, 3.3199, -1.2006], [2.5666, 2.6566, -0.5441], [-0.4608, 3.1422, -2.3046], [-0.4445, 2.0924, -3.0381], [-0.1475, 0.9874, -2.4156], [0.3404, 0.9651, -1.2175], [-2.5293, -2.4913, 0.4012], [1.4107, -1.5693, 2.3371], [1.8771, 0.2158, 0.6799], [-0.7173, -2.8497, 2.2088], [-1.8853, -0.6114, -1.2206], [-0.2087, 4.1208, -0.5760], [-0.5078, 0.1411, -2.8719]], "atomic_forces_ev_per_a": [[0.580, 0.121, 0.044], [-0.135, -0.063, 0.001], [-0.018, 0.202, -0.263], [-0.195, -0.046, -0.110], [0.124, 0.074, 0.035], [-0.516, -1.241, 0.444], [0.127, -0.107, 0.080], [-0.219, 0.930, 0.555], [0.301, 0.128, 0.121], [-0.522, 1.102, 0.445], [-0.006, -1.110, -1.398], [0.034, -0.543, 0.981], [0.124, 0.151, -0.930], [0.101, 0.056, 0.009], [0.059, -0.001, 0.072], [0.097, 0.069, 0.005], [-0.029, -0.075, 0.045], [-0.124, 0.045, -0.010], [0.092, 0.070, -0.135], [0.124, 0.239, 0.008]]}

[4]
{"formula": "C5H14", "method": "ωB97M-V with the def2-TZVPD basis set", "smiles": "CCC.CC", "total_energy_ha": -198.8697, "lumo_ev": 1.12, "de_lowest_ev": 0.529, "homo_lumo_gap_ev": 12.4, "homo_energy_ev": -11.24, "species": ["C", "C", "C", "H", "H", "H", "H", "H", "H", "H", "H", "C", "C", "H", "H", "H", "H", "H", "H"], "xyz": [[-0.0221, -0.3206, 1.6959], [-0.5508, 0.9707, 1.0279], [-1.7824, 1.6002, 1.6124], [-0.8060, -1.0764, 1.8018], [0.8301, -0.6970, 1.1442], [0.2796, -0.1228, 2.7264], [-0.7540, 0.6175, 0.0291], [0.3280, 1.6096, 0.9719], [-2.1360, 2.4537, 1.0413], [-1.6841, 1.7905, 2.6825], [-2.6265, 0.9032, 1.5698], [0.5164, -0.6007, -1.8905], [1.7906, -1.3205, -2.2342], [0.6270, 0.1699, -1.1451], [-0.2309, -0.2858, -2.6186], [-0.1827, -1.2498, -1.3433], [2.3659, -0.7347, -2.9499], [2.4057, -1.4521, -1.3518], [1.6322, -2.2549, -2.7698]], "atomic_forces_ev_per_a": [[-0.842, 0.647, 0.929], [0.834, -1.403, -0.120], [-0.645, -0.643, 0.422], [0.094, -0.088, -0.386], [0.071, -0.245, -0.065], [0.267, 0.073, 0.021], [-0.314, 0.492, -0.508], [-0.215, 0.576, -0.064], [0.279, 0.391, 0.223], [0.152, 0.528, -0.089], [0.125, -0.217, -0.127], [-1.928, -0.807, 1.308], [0.105, 0.503, -1.181], [0.554, 0.625, -0.308], [0.896, 0.409, -0.875], [0.420, -0.541, 0.255], [0.246, 0.222, 0.091], [0.035, -0.274, 0.099], [-0.135, -0.247, 0.373]]}